{
  "formula": "C24H43CeClP2",
  "method": "ωB97M-V with the def2-TZVPD basis set",
  "elements": ["Ce", "C", "C", "C", "C", "C", "C", "H", "H", "H", "C", "H", "H", "H", "C", "H", "H", "H", "C", "H", "H", "H", "C", "H", "H", "H", "C", "C", "C", "C", "C", "C", "C", "C", "H", "H", "H", "H", "H", "H", "H", "H", "H", "H", "H", "H", "P", "C", "C", "P", "C", "C", "C", "H", "H", "H", "H", "H", "H", "H", "H", "H", "H", "H", "H", "H", "H", "Cl", "C", "H", "H"],
  "xyz": [[-0.68312, 1.36489, 1.22278], [1.85004, 1.12680, 2.20703], [1.97428, 1.79768, 0.94378], [0.80316, 3.18569, 2.39024], [1.11579, 1.98385, 3.09411], [1.35406, 3.08162, 1.06624], [2.49700, -0.16300, 2.56888], [2.00853, -1.02874, 2.09700], [2.46036, -0.32512, 3.65011], [3.55065, -0.16839, 2.25294], [0.82010, 1.72483, 4.53247], [1.49443, 0.95948, 4.93215], [-0.20557, 1.36390, 4.70426], [0.94834, 2.64438, 5.12210], [0.02382, 4.33082, 2.93421], [0.29377, 4.49626, 3.98592], [-1.06470, 4.15215, 2.89114], [0.24188, 5.23650, 2.35271], [1.36958, 4.16750, 0.05052], [1.40793, 5.14242, 0.54917], [0.48011, 4.17222, -0.59089], [2.24607, 4.08189, -0.60296], [2.70002, 1.31617, -0.26553], [3.49529, 2.03259, -0.53392], [2.03718, 1.24617, -1.14530], [3.15235, 0.32935, -0.08862], [1.19357, -3.82709, 0.81554], [1.99373, -4.10166, -0.22471], [1.76533, -3.93331, -1.70510], [0.29271, -3.82592, -2.18185], [-0.13029, -2.30250, -2.13439], [0.61126, -1.70948, -1.07648], [0.06697, -1.64788, 0.28537], [-0.12658, -3.08832, 0.81746], [2.20372, -4.79291, -2.22779], [-0.34699, -4.45187, -1.54715], [2.32718, -3.04922, -2.04692], [-0.88383, -3.58984, 0.19311], [1.54311, -4.11937, 1.81425], [2.97227, -4.54973, 0.00730], [-0.52244, -3.06078, 1.84684], [0.76283, -1.08784, 0.93060], [1.50040, -1.11725, -1.30615], [-0.92044, -1.12065, 0.34685], [0.19239, -4.20856, -3.20963], [0.20715, -1.86410, -3.08649], [-1.89976, -1.69149, -2.09758], [-2.94290, -2.98053, -1.38748], [-2.28682, -1.68422, -3.88920], [-0.76682, 1.17189, -1.32149], [-2.22775, -0.01918, -1.49256], [0.01288, 1.12690, -2.94998], [-1.71593, 2.74829, -1.19320], [-3.15088, -2.84368, -0.31723], [-2.49527, -3.96742, -1.52801], [-3.90861, -2.97456, -1.92120], [-3.24184, -2.20161, -4.05506], [-1.52146, -2.21658, -4.47486], [-2.35043, -0.66605, -4.29961], [-2.56453, 2.62909, -1.87846], [-1.08365, 3.58423, -1.51770], [-2.15309, 3.01002, -0.19681], [-2.76202, -0.11520, -0.52421], [-2.91761, 0.47245, -2.19666], [0.67600, 2.00110, -3.05375], [-0.74325, 1.13440, -3.74971], [0.63152, 0.22195, -3.06705], [-3.31745, 0.25323, 2.00499], [-2.63417, 1.80415, 2.56335], [-3.28152, 2.63416, 2.26271], [-2.42802, 1.76506, 3.64959]],
  "forces_ev_per_angstrom": [[0.826, -1.701, 3.231], [-0.360, 1.046, -0.488], [-0.373, 0.514, 0.944], [0.712, -0.721, -0.504], [0.411, 0.307, -0.913], [-0.083, -0.762, 0.925], [0.163, -0.544, 0.038], [0.422, 0.143, 0.284], [0.099, -0.016, -0.186], [-0.284, -0.048, 0.135], [-0.160, -0.117, 0.349], [-0.143, 0.226, 0.009], [0.174, 0.108, 0.041], [-0.049, -0.315, -0.110], [-0.146, 0.322, 0.088], [-0.170, 0.140, -0.266], [0.257, 0.197, 0.108], [-0.144, -0.118, 0.319], [0.016, 0.331, -0.290], [0.042, -0.117, -0.210], [0.227, 0.159, 0.035], [-0.173, 0.046, 0.116], [0.351, -0.001, -0.453], [-0.102, -0.336, 0.099], [0.375, -0.130, 0.345], [-0.127, 0.312, -0.175], [0.199, -0.170, 0.067], [0.008, -0.137, 0.320], [-0.318, -0.073, -0.455], [-0.859, -0.230, -0.567], [0.559, -0.212, -0.396], [0.746, 4.345, 1.415], [0.672, -0.665, -0.323], [-0.243, 0.007, 0.714], [-0.035, -0.054, 0.148], [0.184, 0.052, -0.128], [-0.135, -0.400, 0.007], [0.250, 0.175, 0.303], [0.026, 0.151, -0.421], [-0.459, 0.113, -0.017], [-0.023, -0.182, -0.242], [-0.255, -0.236, -0.162], [-0.320, -0.216, 0.088], [-0.588, -0.102, 0.374], [0.086, -0.087, 0.211], [-0.077, -0.165, -0.011], [1.192, -1.850, -1.603], [-1.234, 0.308, 0.256], [-0.476, -0.010, -0.299], [0.670, -1.539, -2.379], [-0.225, 0.405, 0.384], [-0.006, 0.414, -0.820], [-0.782, 0.122, -0.704], [0.201, 0.056, -0.270], [0.185, 0.267, -0.097], [0.258, -0.021, 0.285], [0.143, 0.298, -0.063], [-0.200, 0.113, 0.466], [-0.066, -0.278, 0.217], [-0.026, 0.546, 0.181], [-0.252, -0.240, 0.036], [0.280, -0.257, -0.504], [0.246, 0.144, -0.451], [0.051, -0.359, 0.108], [-0.300, -0.227, -0.068], [0.293, 0.210, 0.107], [-0.325, 0.372, 0.371], [-0.063, -0.288, -0.067], [0.074, 1.320, 0.584], [-0.288, -0.344, 0.443], [-0.528, -0.001, -0.509]],
  "mulliken_charge": [-0.4724, 0.4545, 0.9556, 0.3804, 0.4007, 0.7575, -1.2077, 0.1020, 0.3457, 0.3667, -1.4429, 0.4307, 0.1560, 0.3947, -1.2433, 0.3736, 0.1701, 0.3085, -1.2995, 0.4998, -0.0031, 0.3359, -1.5680, 0.5013, 0.0622, 0.3484, -0.5357, -0.5326, -0.7248, -0.9753, -0.0897, -1.6592, 2.7078, -0.7035, 0.5523, 0.3657, 0.2942, 0.1744, 0.3735, 0.3550, 0.4550, -2.5154, 0.5126, -0.2564, 0.5223, 0.7932, 1.5169, -1.5877, -1.4336, 1.7391, -1.6443, -1.3458, -1.4832, 0.3865, 0.4070, 0.5421, 0.4459, 0.3756, 0.4226, 0.6282, 0.3825, 0.3455, 0.1942, 0.8155, 0.4873, 0.4737, 0.1777, -0.1785, -0.8277, 0.5122, 0.4274],
  "molar_mass_da": 569.13,
  "e_lumo_ha": [-0.095, -0.093],
  "homo_ev": [-7.96, -7.97],
  "spin_multiplicity": 2,
  "s2": 0.752,
  "charge": 1,
  "homo_lumo_gap_ev": [5.3819, 5.4463]
}